Computed, not measured: a cluster of 3 separate species, C3H8O3S2 in total in a non-equilibrium geometry, with ωB97M-V with the def2-TZVPD basis set.

Geometry as XYZ:
```
16
Properties=species:S:1:pos:R:3:forces:R:3:lowdin_charge:R:1
O -0.9691 2.4522 0.0666 -0.8 0.7 -0.1 0.121
C 0.0859 1.9418 0.2423 -0.4 0.0 -0.3 -0.772
O 1.1047 1.9409 -0.6305 0.8 0.4 -0.7 0.035
O 0.3588 1.2295 1.3410 2.9 -0.9 -0.9 0.086
H 0.8749 2.2699 -1.5395 -0.2 -0.3 1.5 0.147
H 1.2653 0.7847 1.1222 -2.0 0.8 0.8 0.123
C -2.3165 -0.8892 0.2867 0.6 1.8 -1.0 -0.147
C -0.9315 -0.7981 -0.1732 2.4 -1.7 -1.2 -0.673
S -0.4255 -0.3431 -1.6707 -0.6 -0.6 1.1 0.706
H -2.4388 -0.1065 0.9823 -0.3 1.2 1.1 0.079
H -3.0673 -0.7691 -0.4616 -0.3 0.1 -0.7 0.079
H -2.4497 -1.7508 0.8107 -0.5 -2.6 1.5 0.048
H -0.1240 -1.3110 0.5049 -1.6 1.2 -1.0 0.084
S 3.2313 -1.1904 0.1753 0.1 0.3 2.3 0.561
H 2.5246 -2.2860 0.0280 -0.5 -0.8 0.4 -0.216
H 3.2771 -1.1748 -1.0844 0.3 0.5 -2.6 -0.259
```
Positions in Å, forces in eV/Å.

## Properties
SMILES string: O=C(O)O.CC=S.S
E: -31052.753 eV
Charge: 0
Molecular weight: 156.23 u
E_HOMO (spin up / spin down): -8.693 / -8.693 eV
Relative energy (zero: lowest compared OMol25 entry of this formula, charge and spin): 151.8 kJ/mol
LUMO level (spin up / spin down): -0.1 / -0.1 eV
Orbital gap (spin up / spin down): 8.568 / 8.568 eV